Entry from the Open Molecules 2025 dataset: C26H74N2O12S10 as an isolated structure at a distorted geometry (ωB97M-V with the def2-TZVPD basis set).

Each line ends with the Mulliken charge.
Positions of all 124 atoms, in Å:
C -2.016 2.233 -1.513  0.577
C -3.103 1.288 -1.075  -0.621
O -3.279 1.103 0.128  -0.746
N -3.857 0.639 -1.967  0.289
C -4.407 1.249 -3.132  -0.872
H -2.230 3.208 -1.076  0.953
H -1.904 2.185 -2.597  -1.848
H -1.047 1.887 -1.152  -0.315
H -4.375 -0.127 -1.561  0.295
H -3.581 1.243 -3.843  0.165
H -4.837 2.247 -3.218  0.303
H -5.065 0.545 -3.643  0.398
C 0.683 0.659 3.694  -0.672
C -0.215 -0.395 4.239  0.799
O -1.457 -0.301 4.200  -0.355
N 0.395 -1.418 4.840  0.065
C -0.333 -2.614 5.077  -1.108
H 0.081 1.533 3.446  -0.550
H 1.378 0.299 2.936  0.164
H 1.340 1.041 4.476  0.694
H 1.382 -1.437 5.053  0.338
H -1.325 -2.667 4.629  0.234
H -0.517 -2.871 6.121  0.314
H 0.283 -3.457 4.763  0.485
C 4.422 0.135 -2.370  -0.996
S 2.697 -0.436 -2.669  1.392
O 2.636 -1.781 -3.405  -0.850
C 2.398 -0.613 -0.910  -1.193
H 4.994 0.536 -3.207  0.508
H 5.062 -0.604 -1.887  0.442
H 4.282 0.936 -1.644  -0.487
H 2.958 -1.345 -0.327  1.176
H 1.321 -0.779 -0.873  -0.049
H 2.443 0.366 -0.433  0.590
C -1.744 -2.794 -1.010  -0.515
S -1.715 -2.730 -2.869  -0.279
O -2.623 -1.597 -3.306  -0.451
C -0.113 -2.010 -3.263  -0.325
H -2.443 -2.020 -0.695  0.706
H -0.791 -2.442 -0.615  -1.461
H -2.005 -3.725 -0.507  0.497
H 0.757 -2.549 -2.887  0.491
H -0.016 -0.977 -2.929  -1.698
H 0.160 -2.011 -4.318  0.739
C -3.146 -0.333 5.436  -0.764
S -4.090 -0.274 3.835  0.334
O -4.821 1.057 3.972  -0.715
C -2.828 0.036 2.590  1.017
H -2.425 -1.150 5.451  0.098
H -3.965 -0.536 6.126  0.605
H -2.787 0.696 5.455  0.115
H -2.240 0.937 2.764  0.127
H -3.048 -0.134 1.536  0.376
H -2.222 -0.868 2.653  -1.796
C -1.497 -2.579 2.871  -0.517
S -1.389 -2.781 1.051  1.459
O 0.015 -2.579 0.457  -0.291
C -1.815 -4.545 0.909  -1.896
H -0.473 -2.674 3.231  0.520
H -2.247 -3.139 3.430  0.767
H -1.714 -1.554 3.173  1.205
H -1.751 -4.820 -0.144  0.776
H -2.807 -4.751 1.310  0.557
H -1.000 -5.119 1.350  0.457
C 0.022 4.932 3.215  -1.157
S 0.375 3.154 2.831  0.339
O -0.984 2.465 3.024  -0.701
C 0.598 3.573 1.034  -0.608
H -0.668 4.920 4.059  0.413
H -0.414 5.587 2.460  0.349
H 0.921 5.338 3.679  0.392
H -0.335 3.540 0.472  0.623
H 1.264 2.801 0.647  -1.628
H 0.980 4.588 0.922  0.755
C 2.197 1.826 -3.789  -1.046
S 2.456 2.858 -2.291  0.810
O 2.419 4.289 -2.677  -0.815
C 0.980 2.551 -1.234  0.907
H 1.366 2.230 -4.368  0.304
H 2.030 0.777 -3.545  -0.728
H 3.198 1.922 -4.211  0.845
H 0.102 3.047 -1.649  0.647
H 1.155 2.940 -0.231  -0.729
H 0.658 1.552 -0.938  -1.360
C 2.619 1.927 1.167  0.795
S 4.021 3.089 1.000  0.521
O 4.876 3.128 2.297  -0.740
C 5.061 1.940 -0.068  -0.655
H 1.840 2.250 1.858  -0.848
H 2.868 0.885 1.367  0.569
H 1.973 1.884 0.290  0.584
H 4.907 0.917 0.274  0.205
H 6.096 2.263 0.049  0.495
H 4.724 1.810 -1.096  0.476
C -0.843 -0.217 1.634  -3.545
S -0.404 0.917 0.231  2.069
O 1.049 1.395 0.429  -1.444
C -0.447 -0.252 -1.210  0.030
H -1.700 -0.828 1.349  2.201
H -1.102 0.187 2.613  -0.739
H 0.060 -0.816 1.755  0.581
H 0.104 0.284 -1.982  0.509
H -1.457 -0.465 -1.561  0.009
H 0.137 -1.130 -0.933  -1.385
C 0.340 0.099 -5.180  -0.635
S -0.995 0.557 -4.011  1.042
O -0.255 0.907 -2.754  0.720
C -1.352 2.234 -4.717  -1.342
H 0.633 -0.945 -5.071  0.191
H 1.144 0.804 -4.965  0.249
H -0.079 0.318 -6.162  0.633
H -1.907 2.029 -5.633  0.521
H -0.345 2.623 -4.863  0.620
H -1.857 2.694 -3.867  0.256
C 0.554 -5.162 -0.616  -0.417
S 1.981 -4.330 0.235  0.303
O 3.269 -4.955 -0.365  -0.678
C 1.755 -2.649 -0.565  -0.858
H -0.413 -4.950 -0.161  -0.599
H 0.597 -6.251 -0.613  0.531
H 0.589 -4.901 -1.674  0.307
H 2.455 -1.982 -0.063  -0.762
H 0.769 -2.229 -0.368  1.926
H 1.991 -2.490 -1.618  1.036

Forces on the atoms, in the same order (eV/Å):
-1.5814 0.2263 -1.0666
0.2305 0.9490 1.4883
0.4608 -0.1579 -0.5755
-1.0924 -0.0857 0.3554
1.1650 -0.9872 -2.7335
0.0277 0.1579 -0.2812
-0.6748 0.8187 1.4230
-2.0171 1.0946 -0.7734
-0.2177 0.2709 0.0779
-0.0161 0.3718 -0.4693
-0.1486 0.0585 1.2219
-0.3031 0.0138 0.4281
1.6559 -0.4504 1.5937
0.3211 1.6474 1.2110
6.6709 0.3481 1.1813
-0.2929 -0.6998 0.0844
-0.1076 -1.9172 3.1058
0.0143 -2.8065 0.4281
-0.2962 -0.0459 -0.0788
0.2130 -0.2682 0.4649
-0.1380 0.3205 -0.4697
1.0813 0.3949 1.4699
0.2432 0.6202 0.5928
-0.2328 -0.1992 -0.4074
-0.1877 -0.2402 -0.4796
2.9238 -5.2736 2.1837
0.7113 1.5782 0.8205
0.9481 5.1250 -1.1745
-0.4960 -0.1181 -0.3901
-0.4321 -0.4414 -0.0324
-0.6886 -1.5241 -1.3719
3.3979 4.9791 -2.1864
2.1624 0.2918 0.2446
0.7467 0.0060 -0.8806
-2.5717 1.7515 -5.0796
-0.2472 0.0514 -0.7024
-0.3359 -0.9992 0.5815
1.0896 -1.1703 0.2698
-0.5077 -0.1023 -1.2339
-1.0626 -0.2059 -3.0129
-0.8287 1.6960 -3.6680
-0.6287 -0.2581 0.3736
0.0153 -1.4566 -0.1989
-1.2966 -1.0674 0.4044
-2.5020 -0.4882 0.0667
-1.1615 1.7700 -0.2302
0.1179 -1.2014 0.0751
-3.6378 -1.0916 0.3831
-0.8508 0.4250 0.8177
-0.1545 0.3756 0.2023
0.1241 -0.3482 0.7576
-1.8602 0.1874 -0.0702
-2.1519 1.0288 0.6039
-3.3315 2.5411 0.0136
2.1618 -1.3849 -1.8128
-3.2745 -1.1574 5.6288
-3.1771 -2.3925 10.2013
0.5530 -1.2006 2.1994
-0.5416 -0.8445 -1.1982
0.0405 -0.8482 -0.9561
0.8725 -2.3025 0.2232
-0.9816 -1.1279 1.1893
0.1183 0.2116 0.2479
-0.6423 -0.2412 0.9286
0.0658 -0.3099 1.6243
-2.7946 4.9315 -1.2747
0.2661 2.0991 -0.8720
-1.1453 2.4736 2.2635
-0.2437 -0.3160 -0.0528
0.2922 -0.5049 -0.2970
0.2678 0.1995 -0.5336
-0.3718 -0.0117 0.6834
-1.3078 3.4331 4.8298
0.2147 -0.0252 0.2782
-0.0755 3.1275 -0.0787
-0.8385 -0.9340 0.7409
-0.1761 0.1679 -0.2798
0.0422 2.4160 -5.9207
0.8467 0.8275 0.0808
-0.6538 2.6104 -0.8068
-0.2241 0.1485 -0.7752
0.6611 0.7340 -0.5604
0.3347 2.0802 -6.3169
1.8494 1.7383 -4.8532
7.4406 2.0225 3.6648
1.9627 -1.6796 1.9512
-1.4049 0.2321 -1.7640
-0.7983 0.2791 0.6734
2.7855 -0.4029 0.7471
0.7643 0.2702 0.2023
6.7512 1.7765 -1.9567
0.3254 0.0778 0.8212
-0.1843 0.0120 -0.1052
0.9537 2.5734 1.1101
4.2518 0.4879 -2.2747
-4.2499 -4.2404 3.3532
-10.6278 -13.7797 5.6987
-0.1394 -3.6474 8.5069
1.5326 0.8210 -1.6316
1.7940 0.7329 -2.2253
0.0207 -0.0943 -0.2320
1.8777 -2.4338 3.0266
0.1662 0.3142 0.3764
-2.2149 0.5318 0.0946
-0.8040 0.6835 -0.6384
-0.2002 0.7905 -2.8180
-0.3807 7.4967 -10.4308
0.9896 -1.5415 0.0657
0.1496 1.0421 -0.5050
-0.5224 -0.9389 -0.7439
0.0925 -0.2360 -0.1665
-0.1431 0.5967 0.0947
-0.4667 0.5398 -0.2839
-0.1352 0.5733 -1.3906
0.3066 -0.3446 -0.4521
1.1261 -0.6689 -2.5708
-2.2132 1.0391 1.1031
2.7106 -4.4625 -0.5569
2.2673 0.0942 -1.0539
0.6686 -0.1057 0.3772
-0.0237 0.2727 -0.0126
-3.1515 -6.2094 2.4249
3.5221 0.0987 -2.5010
0.7937 -1.6649 0.1340

Output
Maximum force in hartree/bohr: 0.35610
LUMO level in eV: -0.11